Record 1
Formula: C20H23ClFN3O
Source: the Open Molecules 2025 dataset
Level of theory: wB97M-V/def2-TZVPD

The value obtained for the molar mass is 375.9 g/mol. As for the SMILES: O=C(CN1CCN(Cc2ccc(F)cc2Cl)CC1)NCc1ccccc1. The value obtained for the maximum force is 0.6 eV/A.

```
! wB97M-V def2-TZVPD RIJCOSX def2/J DEFGRID3
* xyz 0 1
O 3.540 -2.703 0.957
C 2.477 -2.122 1.042
N 1.694 -1.805 0.000
H 0.832 -1.315 0.209
C 2.069 -2.011 -1.376
C 2.036 -0.732 -2.172
C 2.321 0.487 -1.570
C 2.281 1.660 -2.303
C 1.957 1.628 -3.649
C 1.677 0.416 -4.258
C 1.715 -0.755 -3.523
H 1.489 -1.698 -4.001
H 1.424 0.384 -5.308
H 1.922 2.544 -4.220
H 2.499 2.602 -1.823
H 2.579 0.515 -0.521
H 3.085 -2.423 -1.363
H 1.406 -2.751 -1.841
C 1.910 -1.639 2.384
N 0.529 -1.233 2.254
C -0.430 -2.298 2.451
C -1.761 -1.884 1.794
N -1.704 -0.472 1.484
C -1.311 0.295 2.645
C 0.148 -0.053 2.997
H 0.811 0.761 2.695
H 0.249 -0.192 4.088
H -1.974 0.084 3.505
H -1.395 1.356 2.408
C -2.889 0.046 0.826
C -2.494 1.234 -0.010
C -2.899 2.523 0.306
C -2.486 3.615 -0.437
C -1.644 3.401 -1.512
C -1.218 2.134 -1.868
C -1.651 1.061 -1.107
Cl -1.137 -0.515 -1.556
H -0.561 1.992 -2.710
F -1.225 4.452 -2.241
H -2.802 4.616 -0.191
H -3.556 2.675 1.149
H -3.285 -0.736 0.172
H -3.680 0.329 1.541
H -2.604 -2.128 2.466
H -1.905 -2.425 0.856
H -0.046 -3.206 1.983
H -0.580 -2.507 3.525
H 2.068 -2.424 3.138
H 2.519 -0.781 2.683
*
```

Record 2
Formula: C20H23ClFN3O2
Source: the Open Molecules 2025 dataset
Level of theory: wB97M-V/def2-TZVPD

The value obtained for the molar mass is 391.9 g/mol. The calculation puts the energy above the lowest of the compared OMol25 structures with the same formula, charge and spin at 0.212 eV. As for the SMILES: CCN(CC)CCNC(=O)c1ccc(NC(=O)c2c(F)cccc2Cl)cc1. The value obtained for the maximum force is 0.4 eV/A.

```
! wB97M-V def2-TZVPD RIJCOSX def2/J DEFGRID3
* xyz 0 1
C 3.783 3.368 5.486
H 4.738 2.880 5.311
H 3.204 2.767 6.181
H 3.962 4.337 5.947
C 3.050 3.561 4.160
N 3.048 2.356 3.355
C 2.304 1.235 3.874
H 2.633 0.337 3.342
C 0.759 1.289 3.805
N 0.240 0.767 2.564
C -0.398 -0.423 2.486
O -0.677 -1.090 3.466
C -0.776 -0.842 1.104
C -0.045 -0.502 -0.030
C -0.435 -0.935 -1.283
C -1.576 -1.720 -1.423
C -2.303 -2.079 -0.287
C -1.902 -1.650 0.958
H -2.451 -1.930 1.844
H -3.183 -2.698 -0.389
N -2.027 -2.192 -2.658
C -1.546 -1.910 -3.899
O -0.609 -1.188 -4.145
C -2.315 -2.607 -4.993
C -3.698 -2.494 -5.101
C -4.415 -3.049 -6.144
C -3.729 -3.751 -7.120
C -2.356 -3.893 -7.047
C -1.654 -3.318 -5.996
Cl 0.050 -3.522 -5.913
H -1.818 -4.443 -7.801
H -4.271 -4.191 -7.943
H -5.485 -2.923 -6.179
F -4.374 -1.814 -4.150
H -2.846 -2.782 -2.599
H 0.140 -0.668 -2.154
H 0.861 0.082 0.050
H 0.446 1.270 1.717
H 0.342 0.654 4.590
H 0.407 2.314 3.955
H 2.592 1.117 4.919
C 2.999 2.578 1.926
C 1.912 3.530 1.401
H 0.924 3.269 1.772
H 2.119 4.553 1.705
H 1.894 3.498 0.314
H 3.972 2.986 1.623
H 2.896 1.600 1.449
H 3.582 4.323 3.585
H 2.034 3.942 4.362
*
```

no.,frontier orbital gap (eV)
1,9.060
2,8.422